Entry 1:
The following is a quantum chemistry calculation of a molecular structure, C42H57BF3N8O3S4W at a distorted geometry, from the Open Molecules 2025 dataset.

- ΔE to the lowest compared entry with this formula, charge and spin (eV) = 0.000
- total energy (hartree) = -4282.63644
- <S²> = 2.02
- Kohn-Sham gap (alpha / beta) (eV) = 7.287 / 5.347
- charge = +1
- multiplicity = 3
- strongest force on any atom (hartree/bohr) = 0.0233

Element x y z (Å)
W  2.022  0.285  -0.134
C  -0.226  2.966  3.972
C  -0.926  2.071  2.997
C  -2.128  1.471  3.240
C  -2.730  0.617  2.284
N  -2.150  0.390  1.131
N  -0.981  0.978  0.916
B  -0.306  0.816  -0.474
N  -0.532  2.134  -1.238
N  -1.799  2.569  -1.141
C  -2.118  3.670  -1.759
C  -1.158  4.353  -2.553
C  0.131  3.929  -2.618
C  1.190  4.656  -3.390
C  0.455  2.756  -1.874
S  2.074  2.231  -1.719
C  -3.543  4.168  -1.510
C  -3.727  4.338  0.004
C  -4.548  3.131  -2.026
C  -3.794  5.508  -2.200
N  -0.899  -0.375  -1.249
N  -1.521  -0.119  -2.414
C  -2.040  -1.132  -3.039
C  -2.029  -2.440  -2.467
C  -1.372  -2.694  -1.315
C  -1.248  -4.053  -0.700
C  -0.691  -1.586  -0.728
S  0.424  -1.701  0.552
C  -2.637  -0.893  -4.415
C  -2.367  0.533  -4.883
C  -4.147  -1.153  -4.346
C  -1.981  -1.868  -5.405
C  -0.327  1.766  1.753
S  1.206  2.343  1.189
C  -4.063  -0.100  2.472
C  -3.836  -1.606  2.291
C  -5.036  0.400  1.396
C  -4.645  0.166  3.857
H  -0.774  3.026  4.910
H  -0.119  3.973  3.563
H  0.783  2.596  4.165
H  -2.621  1.641  4.189
H  -1.440  5.257  -3.074
H  0.793  5.578  -3.810
H  1.568  4.030  -4.201
H  2.041  4.895  -2.751
H  -3.561  3.393  0.525
H  -4.744  4.675  0.213
H  -3.034  5.081  0.407
H  -4.302  2.132  -1.660
H  -4.569  3.108  -3.117
H  -5.550  3.392  -1.678
H  -3.124  6.290  -1.834
H  -4.815  5.831  -1.997
H  -3.686  5.435  -3.284
H  -2.519  -3.251  -2.992
H  -1.899  -4.766  -1.203
H  -1.502  -4.026  0.362
H  -0.216  -4.403  -0.770
H  -2.776  1.268  -4.192
H  -2.830  0.676  -5.861
H  -1.296  0.724  -4.976
H  -4.633  -0.474  -3.640
H  -4.372  -2.178  -4.042
H  -4.596  -0.997  -5.329
H  -0.892  -1.791  -5.370
H  -2.307  -1.631  -6.420
H  -2.260  -2.905  -5.207
H  -3.466  -1.827  1.288
H  -4.777  -2.137  2.439
H  -3.110  -1.991  3.012
H  -4.631  0.233  0.397
H  -5.240  1.467  1.509
H  -5.984  -0.135  1.482
H  -3.982  -0.183  4.653
H  -5.589  -0.370  3.962
H  -4.853  1.227  4.017
C  4.463  -3.611  4.624
C  2.996  -3.562  4.230
N  2.536  -2.212  3.834
C  1.770  -1.453  4.831
C  2.644  -0.646  5.778
C  2.872  -1.720  2.643
S  2.512  -0.034  2.343
N  3.545  -2.554  1.846
C  3.771  -2.293  0.575
O  3.218  -1.412  -0.153
C  4.771  -3.150  -0.120
C  5.323  -4.252  0.528
C  6.261  -5.038  -0.122
C  6.654  -4.721  -1.416
C  6.109  -3.618  -2.061
C  5.166  -2.832  -1.416
H  4.735  -4.635  4.885
H  4.666  -2.981  5.490
H  5.099  -3.288  3.801
H  2.369  -3.850  5.072
H  2.793  -4.248  3.413
H  1.179  -2.184  5.383
H  1.076  -0.804  4.301
H  3.296  -1.292  6.367
H  2.020  -0.081  6.473
H  3.266  0.060  5.226
H  5.005  -4.487  1.535
H  6.687  -5.898  0.379
H  7.388  -5.334  -1.923
H  6.419  -3.369  -3.068
H  4.741  -1.969  -1.903
C  6.345  1.152  0.068
O  5.082  0.508  -0.195
C  4.003  1.261  0.087
O  4.117  2.397  0.494
H  7.094  0.383  -0.086
H  6.373  1.527  1.088
H  6.497  1.978  -0.623
F  3.210  -0.478  -2.765
C  1.983  -0.617  -2.199
F  1.713  -1.950  -2.258
F  1.119  -0.081  -3.122

=====

Entry 2:
The following is a quantum chemistry calculation of a single C24H35N3O4 molecule, from the Open Molecules 2025 dataset.

- ΔE to the lowest compared entry with this formula, charge and spin (eV) = 1.231
- total energy (hartree) = -1400.82764
- SMILES string = Cc1ccc(N2C[C@@H](C(=O)N3CCC(C(=O)NCCCOC(C)C)CC3)CC2=O)cc1
- Kohn-Sham gap (eV) = 8.848
- strongest force on any atom (hartree/bohr) = 0.0128

Element x y z (Å)
C  8.021  0.412  0.185
C  6.526  0.488  0.260
C  5.845  -0.060  1.341
C  4.470  0.004  1.433
C  3.728  0.621  0.428
N  2.330  0.710  0.513
C  1.596  1.669  -0.290
C  0.176  1.682  0.290
C  -0.867  1.801  -0.818
O  -0.594  1.551  -1.979
N  -2.114  2.158  -0.437
C  -2.495  2.534  0.913
C  -4.015  2.646  1.043
C  -4.733  1.481  0.351
C  -4.459  0.184  1.121
O  -5.225  -0.202  1.982
N  -3.309  -0.447  0.821
C  -2.943  -1.725  1.386
C  -3.135  -2.879  0.394
C  -2.570  -2.548  -0.995
O  -1.294  -1.948  -0.967
C  -0.195  -2.755  -1.381
C  0.300  -3.671  -0.262
C  0.914  -1.816  -1.852
C  -4.360  1.438  -1.142
C  -3.142  2.314  -1.448
C  0.080  0.325  0.993
C  1.517  -0.106  1.233
O  1.846  -1.042  1.929
C  4.401  1.169  -0.661
C  5.780  1.101  -0.736
H  8.389  0.875  -0.727
H  8.470  0.919  1.038
H  8.349  -0.626  0.206
H  6.405  -0.543  2.130
H  3.966  -0.432  2.279
H  2.073  2.651  -0.238
H  1.546  1.349  -1.339
H  0.068  2.500  1.005
H  -2.042  3.500  1.179
H  -2.136  1.781  1.618
H  -4.275  2.656  2.103
H  -4.364  3.584  0.608
H  -5.809  1.645  0.459
H  -2.727  -0.118  0.067
H  -3.573  -1.882  2.264
H  -1.896  -1.687  1.695
H  -2.647  -3.763  0.805
H  -4.198  -3.096  0.277
H  -3.239  -1.831  -1.489
H  -2.556  -3.457  -1.608
H  -0.528  -3.370  -2.233
H  1.159  -4.238  -0.612
H  0.602  -3.080  0.600
H  -0.475  -4.371  0.042
H  1.486  -1.451  -1.004
H  1.589  -2.344  -2.520
H  0.479  -0.970  -2.378
H  -4.164  0.411  -1.453
H  -5.195  1.799  -1.744
H  -3.436  3.368  -1.499
H  -2.698  2.035  -2.405
H  -0.461  0.347  1.938
H  -0.379  -0.423  0.341
H  3.856  1.643  -1.462
H  6.281  1.533  -1.591

=====

Entry 3:
The following is a quantum chemistry calculation of 5 unconnected molecules or ions with the total composition C26H57N2O11 at a distorted geometry, from the Open Molecules 2025 dataset.

- total energy (hartree) = -1961.90399
- Kohn-Sham gap (eV) = 7.013
- charge = -1
- strongest force on any atom (hartree/bohr) = 0.0339

Element x y z (Å)
N  4.584  -0.827  -0.138
C  5.477  0.168  -0.722
C  5.303  1.519  0.000
C  4.844  2.709  -0.864
C  3.728  2.427  -1.879
C  2.313  2.324  -1.281
C  1.786  0.967  -0.802
C  2.241  -0.278  -1.556
C  1.774  -1.405  -0.620
C  2.366  -2.782  -1.060
O  1.670  -3.331  -1.933
O  3.471  -3.114  -0.572
C  2.133  -0.796  0.717
O  2.282  -1.327  1.787
N  2.170  0.622  0.588
H  4.706  -0.895  0.867
H  4.668  -1.762  -0.524
H  5.175  0.276  -1.773
H  6.545  -0.122  -0.743
H  4.556  1.377  0.796
H  6.250  1.787  0.495
H  4.454  3.482  -0.180
H  5.710  3.161  -1.371
H  3.938  1.514  -2.452
H  3.732  3.247  -2.613
H  2.218  3.033  -0.441
H  1.595  2.665  -2.046
H  0.683  1.028  -0.853
H  1.922  -0.350  -2.601
H  3.339  -0.331  -1.528
H  0.673  -1.444  -0.643
H  1.547  1.025  1.281
C  -1.768  3.599  -1.413
O  -0.961  3.518  -0.257
C  -1.410  4.310  0.825
C  -2.017  3.413  1.879
O  -3.170  2.730  1.421
C  -2.866  1.423  0.952
H  -1.428  2.820  -2.093
H  -2.824  3.437  -1.178
H  -1.658  4.571  -1.907
H  -2.123  5.069  0.486
H  -0.546  4.821  1.264
H  -2.289  3.997  2.764
H  -1.258  2.681  2.176
H  -2.558  0.762  1.768
H  -2.073  1.449  0.203
H  -3.773  1.026  0.497
C  -0.266  -2.166  2.981
O  -1.524  -2.043  2.333
C  -1.891  -3.178  1.571
C  -2.937  -4.011  2.277
O  -2.445  -4.600  3.469
C  -2.818  -3.910  4.642
H  -0.165  -1.305  3.641
H  -0.211  -3.083  3.573
H  0.557  -2.154  2.261
H  -1.012  -3.792  1.350
H  -2.303  -2.829  0.618
H  -3.260  -4.819  1.613
H  -3.809  -3.384  2.499
H  -3.893  -4.009  4.837
H  -2.566  -2.848  4.583
H  -2.269  -4.363  5.467
C  -6.045  2.783  2.802
O  -7.272  3.484  2.939
C  -7.857  3.379  4.221
C  -7.618  4.621  5.053
O  -6.249  4.796  5.371
C  -5.582  5.734  4.550
H  -5.610  3.059  1.846
H  -5.342  3.046  3.596
H  -6.212  1.700  2.822
H  -7.465  2.505  4.752
H  -8.936  3.243  4.092
H  -8.171  4.537  5.994
H  -7.998  5.495  4.512
H  -5.932  6.754  4.749
H  -5.720  5.512  3.489
H  -4.523  5.673  4.794
C  2.567  -5.802  -7.252
O  3.924  -6.114  -7.013
C  4.807  -5.028  -7.235
C  5.164  -4.294  -5.958
O  4.055  -3.633  -5.402
C  3.484  -4.292  -4.266
H  1.979  -6.654  -6.913
H  2.256  -4.913  -6.698
H  2.380  -5.643  -8.321
H  4.359  -4.315  -7.937
H  5.716  -5.432  -7.693
H  5.927  -3.544  -6.199
H  5.599  -4.999  -5.240
H  4.151  -4.237  -3.403
H  3.273  -5.339  -4.500
H  2.568  -3.778  -3.991

=====

Entry 4:
The following is a quantum chemistry calculation of a molecular structure, C3H11NO3S at a distorted geometry, from the Open Molecules 2025 dataset.

- ΔE to the lowest compared entry with this formula, charge and spin (eV) = 0.559
- total energy (hartree) = -799.53007
- Kohn-Sham gap (eV) = 5.651
- charge = -2
- strongest force on any atom (hartree/bohr) = 0.0281

Element x y z (Å)
C  1.161  -1.217  0.957
C  2.152  -1.850  -0.043
S  2.272  -3.667  0.237
N  0.933  0.241  0.813
C  -0.020  0.616  -0.262
O  -1.362  0.437  0.087
H  1.597  -1.408  1.937
H  0.211  -1.725  0.795
H  1.879  -1.657  -1.083
H  3.133  -1.366  0.098
H  1.851  0.603  0.562
H  0.105  1.698  -0.390
H  0.195  -0.036  -1.124
H  -3.057  4.085  -0.640
H  -4.118  5.033  -0.207
O  -3.539  4.900  -0.951
H  -1.910  1.429  -0.170
H  -2.894  2.325  -1.380
O  -2.471  2.504  -0.534

=====

Entry 5:
The following is a quantum chemistry calculation of a molecular structure, C13H8FInO7 at a distorted geometry, from the Open Molecules 2025 dataset.

- ΔE to the lowest compared entry with this formula, charge and spin (eV) = 0.000
- total energy (hartree) = -1316.62414
- Kohn-Sham gap (eV) = 3.230
- strongest force on any atom (hartree/bohr) = 0.1329

Element x y z (Å)
In  8.598  14.657  7.114
C  11.927  19.547  5.203
C  11.057  18.381  5.507
C  11.573  17.226  6.548
O  10.781  16.321  6.779
C  12.914  17.617  7.167
C  13.598  18.732  6.869
C  13.141  19.715  5.839
O  13.841  20.768  5.453
O  14.718  18.855  7.570
O  9.934  18.374  4.998
H  11.608  20.184  4.392
H  13.342  16.842  7.786
O  8.567  19.372  8.263
C  8.181  18.107  7.955
O  8.409  17.132  8.766
O  7.744  17.897  6.837
H  9.071  19.231  9.068
F  6.929  14.786  9.531
C  6.140  15.356  10.466
C  6.599  16.199  11.522
C  5.742  16.740  12.479
C  4.398  16.365  12.408
C  3.952  15.549  11.404
C  4.752  15.019  10.459
H  7.674  16.282  11.574
H  6.285  17.425  13.114
H  3.617  16.763  13.037
H  2.959  15.184  11.189
H  4.320  14.368  9.713

=====

Entry 6:
The following is a quantum chemistry calculation of a single C5H11NO3 molecule at a distorted geometry, from the Open Molecules 2025 dataset.

- ΔE to the lowest compared entry with this formula, charge and spin (eV) = 2.546
- total energy (hartree) = -477.53193
- SMILES string = CN(C)[C@](C)(O)C(=O)O
- Kohn-Sham gap (eV) = 9.571
- strongest force on any atom (hartree/bohr) = 0.0899

Element x y z (Å)
C  -1.728  0.466  -0.787
N  -0.336  0.528  -0.521
C  0.478  0.932  -1.649
C  0.212  -0.603  0.246
C  1.653  -0.261  0.595
O  0.046  -1.901  -0.244
C  -0.540  -0.664  1.910
O  -1.051  -1.660  2.316
O  -0.338  0.480  2.513
H  -2.010  -0.074  -1.741
H  -2.245  0.086  0.070
H  -1.995  1.395  -1.084
H  1.228  1.729  -1.367
H  0.848  0.075  -2.245
H  -0.061  1.379  -2.403
H  2.452  -0.831  0.099
H  1.990  -0.541  1.575
H  1.798  0.751  0.434
H  -0.631  -2.362  0.363
H  0.231  1.077  1.919

=====

Entry 7:
The following is a quantum chemistry calculation of a single C2H5OP molecule at a distorted geometry, from the Open Molecules 2025 dataset.

- ΔE to the lowest compared entry with this formula, charge and spin (eV) = 1.539
- total energy (hartree) = -495.72396
- SMILES string = O[C@@H]1CP1
- Kohn-Sham gap (eV) = 10.306
- strongest force on any atom (hartree/bohr) = 0.0572

Element x y z (Å)
O  1.165  -1.036  0.099
C  0.240  -0.245  -0.521
C  -0.092  1.085  0.114
P  -1.447  -0.221  0.010
H  0.708  -1.906  -0.046
H  0.421  -0.233  -1.663
H  0.244  1.297  1.208
H  0.007  1.951  -0.520
H  -1.246  -0.694  1.319

=====

Entry 8:
The following is a quantum chemistry calculation of a molecular structure, C18H45O12P3Tl at a distorted geometry, from the Open Molecules 2025 dataset.

- total energy (hartree) = -2811.36308
- Kohn-Sham gap (eV) = 1.709
- charge = +3
- strongest force on any atom (hartree/bohr) = 0.0359

Element x y z (Å)
Tl  -0.988  -1.015  1.406
C  0.446  4.504  -3.173
C  0.091  4.649  -1.707
O  -0.568  3.453  -1.285
P  -0.565  3.071  0.279
O  -0.842  1.640  0.514
O  -1.663  4.019  0.904
C  -1.950  4.003  2.328
C  -2.629  5.324  2.652
O  0.815  3.620  0.849
C  2.056  2.971  0.567
C  3.181  3.991  0.669
H  -0.345  4.042  -3.770
H  0.826  5.378  -3.696
H  1.268  3.778  -3.263
H  1.046  4.792  -1.189
H  -0.481  5.561  -1.520
H  -2.716  3.229  2.443
H  -1.060  3.893  2.941
H  -2.923  5.380  3.699
H  -1.887  6.129  2.581
H  -3.418  5.578  1.950
H  2.268  2.169  1.282
H  2.080  2.494  -0.417
H  4.133  3.574  0.348
H  2.978  4.869  0.050
H  3.273  4.400  1.676
C  2.710  -5.763  0.615
C  2.111  -4.908  1.697
O  3.085  -3.906  2.065
P  2.668  -2.729  3.069
O  1.428  -1.969  2.749
O  2.619  -3.510  4.469
C  1.391  -3.842  5.118
C  0.882  -2.681  5.999
O  3.990  -1.887  3.270
C  4.954  -1.706  2.207
C  6.335  -2.152  2.632
H  3.035  -5.200  -0.259
H  3.543  -6.383  0.945
H  1.973  -6.487  0.256
H  1.163  -4.433  1.422
H  1.824  -5.515  2.567
H  0.628  -4.199  4.428
H  1.720  -4.622  5.812
H  0.281  -2.010  5.383
H  0.336  -3.032  6.871
H  1.729  -2.135  6.416
H  4.646  -2.343  1.367
H  4.926  -0.690  1.807
H  6.378  -3.190  2.963
H  7.043  -2.002  1.819
H  6.692  -1.574  3.489
C  -5.625  -2.574  -1.699
C  -5.255  -1.315  -2.452
O  -3.944  -1.437  -2.999
P  -2.703  -0.544  -2.528
O  -2.319  -0.882  -1.120
O  -1.571  -0.774  -3.609
C  -1.129  -2.141  -3.885
C  -1.720  -2.626  -5.198
O  -3.215  0.940  -2.830
C  -2.273  2.006  -3.124
C  -2.846  2.800  -4.286
H  -4.780  -2.841  -1.058
H  -6.567  -2.439  -1.171
H  -5.726  -3.455  -2.340
H  -5.987  -1.095  -3.246
H  -5.334  -0.411  -1.838
H  -0.043  -2.092  -3.958
H  -1.361  -2.825  -3.066
H  -1.292  -2.117  -6.059
H  -1.539  -3.698  -5.262
H  -2.791  -2.420  -5.225
H  -2.315  2.628  -2.218
H  -1.255  1.672  -3.310
H  -3.012  2.200  -5.183
H  -3.800  3.259  -4.037
H  -2.114  3.550  -4.596